No. 1
{"formula": "C37H110N8O14", "method": "wB97M-V/def2-TZVPD", "largest_force_ev_per_a": 6.6, "lumo_ev": 0.53, "total_energy_ha": -2966.63826, "homo_lumo_gap_ev": 9.372, "total_charge": 0, "species": ["C", "C", "C", "O", "C", "N", "H", "H", "H", "H", "H", "H", "H", "H", "H", "H", "H", "C", "C", "C", "O", "C", "N", "H", "H", "H", "H", "H", "H", "H", "H", "H", "H", "H", "C", "C", "C", "O", "C", "N", "H", "H", "H", "H", "H", "H", "H", "H", "H", "H", "H", "C", "C", "C", "O", "C", "N", "H", "H", "H", "H", "H", "H", "H", "H", "H", "H", "H", "C", "C", "C", "O", "C", "N", "H", "H", "H", "H", "H", "H", "H", "H", "H", "H", "H", "C", "C", "C", "O", "C", "N", "H", "H", "H", "H", "H", "H", "H", "H", "H", "H", "H", "C", "C", "C", "O", "C", "N", "H", "H", "H", "H", "H", "H", "H", "H", "H", "H", "H", "C", "C", "C", "O", "C", "N", "H", "H", "H", "H", "H", "H", "H", "H", "H", "H", "H", "O", "H", "H", "C", "O", "H", "H", "H", "H", "C", "O", "H", "H", "H", "H", "C", "O", "H", "H", "H", "H", "C", "O", "H", "H", "H", "H", "C", "O", "H", "H", "H", "H"], "coordinates": [[3.41976, 2.63766, 2.75889], [3.23646, 3.31244, 4.12363], [3.90499, 2.55416, 5.30597], [5.26891, 2.30649, 5.05741], [5.95890, 1.64537, 6.08093], [3.62505, 4.69539, 3.96120], [3.15665, 1.57817, 2.81503], [4.41123, 2.71882, 2.31063], [2.73964, 3.03894, 2.00505], [2.15659, 3.31863, 4.29006], [3.38720, 1.60257, 5.46549], [3.71384, 3.19438, 6.17449], [5.48061, 0.68132, 6.27215], [6.01368, 2.26231, 6.98550], [7.00986, 1.53243, 5.81529], [4.51706, 4.75681, 3.48689], [3.71015, 5.15367, 4.86084], [-6.60424, -2.39963, -2.18279], [-5.25097, -2.21255, -2.87077], [-4.31355, -3.43897, -2.90534], [-5.08196, -4.53084, -3.30922], [-4.37211, -5.68459, -3.75966], [-5.54925, -1.79707, -4.26128], [-6.62639, -3.04530, -1.30473], [-7.36414, -2.65524, -2.91733], [-6.91230, -1.43031, -1.78190], [-4.61844, -1.42033, -2.46277], [-3.79689, -3.59200, -1.94156], [-3.41085, -3.31666, -3.51951], [-3.62901, -5.42965, -4.51916], [-5.12151, -6.31251, -4.23674], [-3.93100, -6.15124, -2.87713], [-4.78281, -1.37299, -4.77314], [-5.62516, -2.68499, -4.75566], [-3.45664, 0.22364, 3.06689], [-4.91650, -0.31832, 2.91459], [-5.05194, -1.82493, 2.60792], [-4.39611, -2.27662, 1.42803], [-4.81215, -3.58831, 1.11586], [-5.71939, 0.01910, 4.07316], [-3.47053, 1.28199, 3.32498], [-2.91981, 0.12202, 2.12342], [-2.86517, -0.32011, 3.80626], [-5.26063, 0.27844, 2.06871], [-6.11109, -2.09902, 2.55375], [-4.62464, -2.40978, 3.43271], [-4.45328, -4.33272, 1.83027], [-4.40726, -3.90366, 0.14994], [-5.88644, -3.52393, 0.91910], [-5.28847, -0.34530, 4.92105], [-6.59497, -0.49458, 4.12951], [1.86665, 1.84372, 0.19947], [0.75893, 1.16350, -0.57845], [-0.14903, 0.28903, 0.27656], [-0.62907, -0.82334, -0.50384], [-1.57070, -1.63867, 0.21778], [-0.09514, 2.22437, -1.16196], [1.52569, 2.40403, 1.07364], [2.51197, 2.45830, -0.42673], [2.46471, 1.06067, 0.68237], [1.18434, 0.70427, -1.47564], [-0.90985, 0.91515, 0.74638], [0.41995, -0.22787, 1.06090], [-2.40849, -1.03903, 0.57218], [-1.00434, -2.07304, 1.04382], [-2.00930, -2.38907, -0.43735], [0.49102, 2.99467, -1.47946], [-0.28663, 1.90404, -2.11632], [-2.84717, 5.71337, 4.91710], [-1.82445, 6.31144, 3.95623], [-1.77063, 5.47321, 2.69738], [-1.32358, 4.18751, 3.09016], [-1.29957, 3.25486, 1.99799], [-2.12991, 7.70624, 3.60258], [-3.23490, 6.47956, 5.59032], [-2.35087, 4.99882, 5.57329], [-3.65514, 5.33017, 4.29470], [-0.83595, 6.37840, 4.41737], [-1.15169, 5.89488, 1.89665], [-2.75752, 5.40161, 2.22022], [-2.06693, 3.19079, 1.22536], [-1.05475, 2.31413, 2.48814], [-0.40055, 3.52233, 1.42838], [-2.85123, 7.66158, 2.89195], [-2.40212, 8.31979, 4.35368], [-2.22316, -0.43406, -3.88297], [-0.72397, -0.18492, -4.06195], [-0.03457, -0.84635, -5.22093], [-0.19104, -2.20962, -5.07429], [0.46111, -2.99206, -6.07942], [-0.41711, 1.27086, -3.96267], [-2.69829, -0.29121, -4.85743], [-2.67886, 0.25250, -3.16699], [-2.40656, -1.40858, -3.43505], [-0.32791, -0.52559, -3.09861], [1.00088, -0.47412, -5.25586], [-0.40130, -0.42234, -6.17159], [-0.04084, -2.83460, -7.03487], [0.32163, -3.99381, -5.67493], [1.52954, -2.76871, -6.10397], [-1.12822, 1.79819, -4.45355], [0.52613, 1.29730, -4.33418], [5.89183, 2.42183, -1.24209], [5.84159, 1.35927, -2.31554], [7.09056, 0.48081, -2.40506], [8.15352, 1.27566, -2.86499], [9.32891, 0.52444, -3.14284], [4.66577, 0.52152, -2.10238], [5.85033, 1.97830, -0.24806], [5.04845, 3.08773, -1.42979], [6.82772, 2.97030, -1.37547], [5.77507, 1.84213, -3.29314], [6.86963, -0.41731, -2.99956], [7.27354, -0.08832, -1.48071], [10.14852, 1.10209, -3.56246], [9.13449, -0.28410, -3.85499], [9.67404, 0.01530, -2.23850], [3.85262, 1.11571, -1.97553], [4.70275, 0.03483, -1.21225], [-0.29706, -4.22522, -2.66102], [0.10240, -4.88407, -1.35763], [-1.09754, -5.33190, -0.48815], [-0.62408, -5.67487, 0.78946], [-1.54947, -6.00294, 1.81545], [0.98029, -6.02941, -1.58013], [-1.15043, -4.66543, -3.17795], [0.58376, -4.12347, -3.29247], [-0.53746, -3.19941, -2.36925], [0.70869, -4.14895, -0.82284], [-1.57990, -6.19760, -0.96180], [-1.90956, -4.59233, -0.49348], [-1.80797, -5.07575, 2.34941], [-1.17971, -6.68452, 2.57331], [-2.56636, -6.17373, 1.44775], [0.98055, -6.58561, -0.73023], [0.54970, -6.63102, -2.27688], [3.05682, 1.09719, -3.57207], [3.50726, 1.11501, -2.72059], [3.74495, 1.30149, -4.21273], [0.82130, 0.56043, 4.03456], [-0.29394, -0.00774, 4.68142], [0.70756, 0.68762, 2.95182], [0.93588, 1.60592, 4.33265], [1.75628, 0.02718, 4.21432], [-0.66260, 0.71326, 5.19533], [4.58364, -1.08537, 1.56797], [5.76183, -0.49583, 0.99241], [4.69279, -1.06387, 2.65105], [3.78436, -0.37069, 1.33543], [4.26161, -2.01605, 1.11457], [6.19456, 0.03918, 1.66080], [0.98705, 4.91164, -3.07753], [1.00140, 5.82821, -4.17541], [1.88475, 4.80210, -2.46867], [0.23936, 5.25541, -2.35646], [0.67007, 3.92456, -3.42017], [0.12447, 6.21673, -4.15686], [-4.44454, 0.87273, -0.44667], [-5.47721, 1.75127, -0.10853], [-3.47053, 1.24132, -0.10389], [-4.60932, -0.06748, 0.08532], [-4.28584, 0.68257, -1.51069], [-5.91106, 2.09957, -0.88893], [1.59686, -3.21406, 1.16285], [2.72009, -3.82017, 1.77371], [1.34897, -3.85119, 0.31019], [0.72859, -3.25235, 1.82227], [1.77826, -2.16613, 0.90952], [3.27492, -4.18136, 1.08030]], "forces_ev_per_a": [[-0.346, -0.402, -0.031], [0.417, -0.561, -0.771], [-0.558, 0.261, -0.720], [0.085, 0.652, -0.644], [0.006, 0.334, 0.414], [0.218, 0.345, 0.251], [0.202, -0.062, 0.111], [0.243, 0.020, 0.416], [0.308, 0.425, 0.653], [-0.006, -0.130, 0.412], [-0.120, -0.090, 0.055], [0.408, -0.108, 0.358], [0.209, -0.099, 0.277], [-0.444, -0.140, 0.207], [-0.170, -0.262, -0.488], [0.093, 0.044, 0.137], [0.042, 0.137, -0.068], [0.201, 0.820, 0.613], [1.367, 0.083, -1.130], [0.287, 0.056, 0.840], [-0.135, -0.535, -0.582], [-0.581, 0.835, 0.385], [-0.224, -0.669, -0.542], [0.207, -0.394, -0.307], [0.108, -0.409, 0.080], [0.007, 0.129, -0.169], [-0.434, 0.101, 0.498], [-0.606, -0.260, 0.473], [-0.439, 0.382, -0.743], [0.226, 0.073, 0.142], [0.084, -0.241, 0.210], [0.264, -0.384, -0.247], [0.335, 0.301, 0.655], [-0.620, 0.061, -0.158], [-0.566, -0.803, 0.078], [1.012, 0.203, -0.748], [0.663, -0.103, 0.168], [0.156, 0.366, -0.034], [0.028, 0.405, -1.037], [-0.139, -0.307, 1.150], [-0.158, -0.010, 0.065], [-0.123, 0.004, 0.007], [-0.098, -0.024, 0.148], [-0.605, -0.276, -0.047], [-0.160, 0.201, -0.070], [-0.062, 0.141, 0.339], [-0.527, 0.050, 0.389], [0.344, 0.369, 0.032], [-0.186, -0.716, 0.600], [0.539, 0.327, -0.058], [-0.234, 0.221, -0.745], [0.048, -1.299, 0.891], [-0.529, 1.725, -0.694], [1.191, -1.811, -0.268], [-1.011, 0.528, -0.413], [0.691, 1.064, -0.194], [-0.100, 0.452, -0.870], [-0.548, 0.139, -0.697], [-0.070, 0.112, -0.007], [0.290, 0.110, -0.307], [0.195, -1.083, 0.568], [-0.321, -0.183, -0.277], [0.186, 0.461, 0.350], [0.105, -0.021, 0.194], [-0.475, -0.345, 0.259], [0.394, -0.077, -0.155], [0.284, 0.222, 0.782], [-0.896, -0.365, 0.168], [0.508, 0.372, 0.232], [0.034, 1.294, 0.558], [0.298, -0.222, -0.207], [-1.182, -0.156, -0.813], [2.378, 0.444, 0.509], [0.064, -0.548, -1.383], [-0.077, 0.117, -0.133], [-0.420, -0.549, -0.305], [-0.183, -0.419, 0.503], [0.064, -0.531, -0.019], [0.476, 0.106, 0.286], [-0.316, -0.030, 0.308], [-0.785, 0.254, 0.698], [-0.487, -0.281, -0.277], [-0.025, -0.159, -0.272], [-0.209, 0.592, 0.171], [-0.151, -0.293, 0.207], [0.249, 0.219, -0.500], [-0.506, 0.974, 2.604], [-0.091, 1.299, -0.220], [0.387, -0.492, -0.536], [-0.592, 0.186, 1.297], [-0.275, -1.342, -0.439], [-0.412, -0.308, 0.089], [0.318, 0.338, -0.084], [0.027, -0.241, -0.547], [0.499, -0.690, -0.382], [0.354, -0.624, 0.435], [-0.618, -0.426, -0.137], [0.230, -0.185, -0.182], [0.117, -0.248, -0.640], [0.016, 0.098, -0.250], [0.538, 0.286, -0.500], [-0.017, 1.174, -0.213], [0.801, 0.364, -0.600], [0.183, -0.404, 0.560], [-0.706, -0.967, 0.353], [0.561, -0.198, -0.261], [-0.331, -0.891, 0.261], [2.057, -1.610, 2.029], [-0.069, 0.024, 0.006], [0.026, 0.194, 0.377], [-0.130, 0.261, 0.298], [-0.207, 0.018, -0.075], [0.036, 0.503, -1.066], [0.424, 0.912, 0.674], [-0.346, 0.569, 0.185], [-0.265, 0.059, -0.165], [0.138, 0.161, 0.169], [2.925, 0.215, 5.900], [0.543, -0.066, 0.214], [0.077, 0.790, 0.765], [-0.354, -0.801, 0.186], [-0.464, 0.290, -0.593], [0.491, -0.504, 0.509], [-1.115, 2.240, -0.258], [0.092, -0.392, -0.101], [0.121, -0.179, -0.082], [-0.132, -0.257, -0.198], [-0.373, 0.087, -0.417], [-0.821, -0.357, -0.579], [0.197, -0.275, -0.129], [0.221, 0.396, 0.466], [0.566, 0.183, 0.325], [0.180, -0.444, -0.528], [0.248, -1.190, -0.384], [0.229, 0.007, 0.065], [0.088, 0.002, -0.107], [-3.076, 1.284, -3.048], [-2.630, -0.359, -5.768], [-0.100, -0.074, 0.019], [0.389, 1.130, -0.565], [0.048, -0.042, -0.062], [-0.290, -0.617, -0.026], [0.281, -0.100, 0.380], [-0.150, -0.181, 0.189], [-0.325, -0.219, 0.124], [-0.299, 2.059, -0.044], [0.151, -0.733, -0.466], [-0.218, -0.777, 0.021], [-0.298, -0.197, 0.227], [0.741, -0.287, 0.219], [-0.050, -0.013, 0.053], [-1.215, -0.099, 0.336], [0.528, -0.213, 0.519], [0.538, 0.402, -0.715], [-0.090, -0.149, 0.086], [0.174, -0.094, -0.022], [0.087, 0.182, -0.266], [1.065, -0.648, 0.216], [-0.500, 0.558, 0.039], [-0.070, 0.257, 0.116], [0.011, -0.168, -0.336], [-0.498, 0.031, -0.067], [0.079, -0.040, -0.078], [-0.080, -0.586, -0.154], [0.299, 0.147, 0.708], [0.167, 0.999, 0.622], [0.228, -0.086, 0.257], [0.037, -0.023, -0.294], [0.008, -0.084, -0.031]]}

No. 2
{"formula": "C37H23I2N2O6PS2", "method": "wB97M-V/def2-TZVPD", "largest_force_ev_per_a": 5.7, "smiles": "C/C(I)=C(\\I)c1ccc2nsnc2c1P(O)(O)=S.O=C1c2ccccc2C(=O)c2ccccc21.O=C1c2ccccc2C(=O)c2ccccc21", "lumo_ev": -1.93, "total_energy_ha": -3717.70874, "homo_lumo_gap_ev": 6.714, "total_charge": 0, "species": ["C", "C", "I", "C", "I", "C", "C", "C", "C", "N", "S", "N", "C", "C", "P", "O", "O", "S", "H", "H", "H", "H", "H", "H", "H", "C", "C", "C", "C", "C", "C", "C", "O", "C", "C", "C", "C", "C", "C", "C", "O", "H", "H", "H", "H", "H", "H", "H", "H", "C", "C", "C", "C", "C", "C", "C", "O", "C", "C", "C", "C", "C", "C", "C", "O", "H", "H", "H", "H", "H", "H", "H", "H"], "coordinates": [[-1.87617, 1.83291, -2.49683], [-1.28481, 1.45786, -1.06186], [0.46367, 2.64113, -0.42132], [-1.82127, 0.45389, -0.18525], [-3.59431, -0.71254, -0.78383], [-1.17516, 0.18513, 1.24177], [-1.39611, 1.33678, 2.33105], [-0.84327, 1.26804, 3.78134], [-0.02412, 0.03243, 4.29499], [0.55753, -0.23649, 5.59320], [1.33305, -1.76821, 5.47605], [0.91423, -2.13007, 3.84289], [0.15564, -1.10721, 3.17328], [-0.39410, -1.08113, 1.67595], [-0.07933, -2.49364, 0.47574], [1.09982, -3.50875, 1.24128], [0.69158, -1.96465, -0.97645], [-1.62626, -3.63635, 0.15064], [-1.15760, 1.54683, -3.36127], [-2.93919, 1.45510, -2.69221], [-1.94105, 2.99163, -2.54612], [-1.99986, 2.26186, 2.03240], [-1.04326, 2.16547, 4.46034], [0.58956, -4.02712, 1.92069], [0.82132, -2.82078, -1.47149], [4.33102, -1.08733, 3.97745], [5.41179, -1.02017, 3.10039], [6.56792, -0.34085, 3.46984], [6.64255, 0.28494, 4.71515], [5.55180, 0.23868, 5.58355], [4.39917, -0.45867, 5.21735], [5.59942, 0.93971, 6.88655], [4.64766, 0.89655, 7.64768], [6.81647, 1.70081, 7.24737], [6.85448, 2.41425, 8.44677], [7.99915, 3.12165, 8.80028], [9.11248, 3.11167, 7.96261], [9.07653, 2.40670, 6.76434], [7.92424, 1.70762, 6.39999], [7.88356, 0.99006, 5.10627], [8.85624, 0.98440, 4.37028], [3.43284, -1.62543, 3.69162], [5.35337, -1.49989, 2.12843], [7.40841, -0.29664, 2.78400], [3.55148, -0.50954, 5.89491], [5.99175, 2.42389, 9.10592], [8.02459, 3.67993, 9.73092], [10.00793, 3.65788, 8.24231], [9.94557, 2.40675, 6.11361], [-7.43036, -3.77396, -5.29406], [-6.67776, -3.20368, -4.26951], [-5.99425, -2.01232, -4.48785], [-6.05157, -1.39301, -5.73675], [-6.78518, -1.97664, -6.76970], [-7.48453, -3.16336, -6.54254], [-6.81394, -1.35585, -8.11348], [-7.45779, -1.86325, -9.01586], [-6.04200, -0.11464, -8.34666], [-6.01277, 0.45082, -9.62271], [-5.30069, 1.62462, -9.84815], [-4.62339, 2.24267, -8.79910], [-4.64549, 1.67950, -7.52771], [-5.34728, 0.49395, -7.30142], [-5.33509, -0.11617, -5.95330], [-4.73850, 0.42209, -5.03469], [-7.97108, -4.69904, -5.12043], [-6.62571, -3.68742, -3.29915], [-5.41375, -1.56967, -3.68500], [-8.06821, -3.61547, -7.33839], [-6.54085, -0.02360, -10.44424], [-5.27511, 2.05967, -10.84236], [-4.07390, 3.16239, -8.97396], [-4.11174, 2.16331, -6.71549]], "forces_ev_per_a": [[0.470, 1.214, 0.192], [-1.969, -2.383, 1.022], [-1.304, -0.977, -0.565], [2.299, 2.078, -0.863], [1.263, 1.112, 0.549], [1.072, -1.121, 2.729], [1.996, -2.205, 2.779], [-0.514, -0.976, -3.009], [-0.282, -0.514, -1.046], [-1.080, -0.597, -4.659], [-3.326, 2.396, -3.915], [-1.277, 2.047, -0.702], [1.528, -0.374, 3.532], [-0.783, 3.869, 0.641], [1.305, -1.871, -0.028], [-1.989, 1.875, -0.699], [-0.871, -1.571, 2.739], [0.603, 0.744, 0.109], [-1.188, 0.183, 1.632], [1.725, 0.188, 0.451], [0.154, -1.882, 0.166], [1.061, -1.602, 0.438], [0.338, -1.536, -1.074], [0.632, 0.666, -0.866], [-0.230, 1.072, 0.496], [0.105, 0.149, 0.202], [0.157, 0.136, 0.151], [-0.177, -0.149, -0.150], [-0.284, -0.183, -0.189], [-0.109, -0.202, -0.298], [0.030, -0.104, -0.257], [-0.800, -0.058, 0.597], [0.272, 0.006, -0.204], [0.273, 0.270, 0.204], [0.177, 0.155, 0.135], [-0.134, -0.150, -0.140], [-0.100, -0.130, -0.154], [0.062, 0.152, 0.193], [0.133, 0.224, 0.316], [0.807, -0.017, -0.650], [-0.287, 0.015, 0.230], [0.139, 0.059, -0.028], [0.005, 0.047, 0.114], [-0.029, 0.072, 0.230], [0.369, 0.208, -0.020], [0.050, -0.122, -0.208], [-0.016, -0.074, -0.103], [-0.098, -0.067, -0.043], [-0.225, -0.095, -0.022], [0.054, 0.157, -0.146], [0.059, 0.181, -0.121], [-0.114, -0.228, 0.116], [-0.124, -0.318, 0.142], [-0.066, -0.248, 0.300], [-0.016, -0.150, 0.192], [-0.543, -0.441, -0.728], [0.189, 0.153, 0.254], [0.197, 0.335, -0.195], [0.108, 0.214, -0.117], [-0.092, -0.180, 0.139], [-0.057, -0.153, 0.151], [0.046, 0.135, -0.208], [0.074, 0.256, -0.295], [0.500, 0.426, 0.783], [-0.155, -0.143, -0.261], [0.060, 0.107, -0.032], [-0.002, 0.064, -0.105], [-0.026, 0.087, -0.202], [0.147, 0.189, 0.007], [0.011, -0.047, 0.242], [-0.016, -0.060, 0.113], [-0.061, -0.107, 0.031], [-0.126, -0.207, -0.017]]}